(1)
Computed, not measured: C19H22N2O5S2 in the gas phase, with the ωB97M-V functional and the def2-TZVPD basis.

Each line ends with the Löwdin charge.
Atoms and positions in Å:
C (3.62, -0.29, -2.92)  -0.1039
H (3.31, 0.59, -3.48)  0.0558
C (2.97, -0.29, -1.54)  -0.2588
C (3.34, 0.96, -0.74)  -0.4689
C (2.87, 0.81, 0.70)  -0.4933
O (3.61, 0.51, 1.61)  0.0809
N (1.54, 0.99, 0.89)  0.1581
C (0.59, 1.38, -0.03)  -0.2283
C (-0.75, 1.09, 0.19)  0.0043
C (-1.71, 1.53, -0.70)  -0.2852
C (-1.37, 2.28, -1.81)  -0.0544
C (-0.04, 2.58, -2.04)  -0.0692
C (0.94, 2.12, -1.17)  -0.4486
S (2.63, 2.47, -1.48)  1.0352
H (0.26, 3.16, -2.90)  0.1100
H (-2.15, 2.63, -2.47)  0.1192
S (-3.41, 1.03, -0.46)  0.7079
O (-4.27, 2.12, -0.81)  -0.3090
O (-3.54, 0.47, 0.87)  -0.3112
C (-3.69, -0.32, -1.67)  -0.1975
C (-3.27, -1.63, -1.05)  -0.1354
C (-1.76, -1.75, -0.99)  -0.4990
O (-1.01, -1.14, -1.72)  0.0639
N (-1.32, -2.62, -0.06)  0.0903
H (-1.98, -3.09, 0.55)  0.1506
C (0.09, -2.92, 0.14)  -0.0820
C (0.50, -2.82, 1.57)  -0.2580
C (0.58, -3.76, 2.55)  -0.0156
C (1.03, -3.08, 3.71)  -0.0197
C (1.18, -1.77, 3.36)  -0.3104
O (0.85, -1.61, 2.06)  0.0611
C (1.66, -0.59, 4.13)  -0.0059
H (1.96, -0.90, 5.12)  0.0880
H (0.87, 0.16, 4.22)  0.0885
H (2.51, -0.14, 3.62)  0.0666
H (1.22, -3.51, 4.67)  0.1086
H (0.37, -4.80, 2.46)  0.1089
H (0.64, -2.20, -0.47)  0.1165
H (0.30, -3.94, -0.22)  0.1352
H (-3.69, -1.69, -0.04)  0.1089
H (-3.65, -2.47, -1.64)  0.1319
H (-4.75, -0.28, -1.91)  0.1076
H (-3.09, -0.07, -2.54)  0.1041
H (-1.06, 0.52, 1.06)  0.1237
H (1.19, 0.69, 1.80)  0.1325
H (4.42, 1.11, -0.74)  0.1202
H (3.31, -1.17, -0.97)  0.1242
H (1.89, -0.36, -1.65)  0.0996
H (3.32, -1.17, -3.48)  0.0749
H (4.70, -0.28, -2.83)  0.0773

Its total charge is 0. The value obtained for the energy relative to the best compared isomer or geometry (same formula, charge and spin) is 1.9 kcal/mol. The calculation puts the electronic energy at -54949.2151 eV. The lowest unoccupied orbital energy is 0.017 hartree.

(2)
Computed, not measured: C3H8N2O in the gas phase, with the ωB97M-V functional and the def2-TZVPD basis.

Each line ends with the Löwdin charge.
Atoms and positions in Å:
C (2.08, -0.47, -0.68)  -0.0850
N (0.81, -0.21, -0.04)  0.0040
C (-0.25, 0.22, -0.81)  -0.5856
O (-0.23, 0.25, -2.03)  0.0388
N (-1.36, 0.64, -0.10)  0.0007
C (-1.68, 0.16, 1.23)  -0.1007
H (2.63, -1.23, -0.12)  0.0790
H (2.70, 0.43, -0.76)  0.0848
H (1.88, -0.83, -1.68)  0.0812
H (0.84, 0.07, 0.92)  0.1129
H (-2.12, 0.82, -0.74)  0.1309
H (-2.59, 0.65, 1.60)  0.0834
H (-1.83, -0.93, 1.28)  0.0868
H (-0.88, 0.42, 1.92)  0.0688

Its total charge is 0. The value obtained for the energy relative to the best compared isomer or geometry (same formula, charge and spin) is 7.4 kcal/mol. The calculation puts the electronic energy at -8269.0068 eV. The lowest unoccupied orbital energy is 0.031 hartree.

(3)
Computed, not measured: 2 unconnected molecules or ions with the total composition CH7N3, with the ωB97M-V functional and the def2-TZVPD basis.

Each line ends with the Löwdin charge.
Atoms and positions in Å:
N (1.43, -0.58, -1.97)  0.0022
H (1.18, 0.07, -2.70)  -0.0036
H (1.10, -0.20, -1.08)  -0.0595
H (2.43, -0.70, -2.00)  -0.0027
N (-1.58, -0.24, 0.46)  0.0849
C (-0.64, 0.55, 1.04)  -0.3808
N (0.61, 0.26, 0.95)  0.0258
H (-2.55, -0.12, 0.66)  0.0870
H (-1.19, -1.05, 0.01)  0.0926
H (-0.99, 1.48, 1.48)  0.1134
H (1.06, 0.78, 1.72)  0.0407

Its total charge is 0. The value obtained for the energy relative to the best compared isomer or geometry (same formula, charge and spin) is 6.6 kcal/mol. The calculation puts the electronic energy at -5620.6205 eV. The lowest unoccupied orbital energy is 0.035 hartree.

(4)
Computed, not measured: a gas-phase ion, C20H26NO2 (charge +1), with the ωB97M-V functional and the def2-TZVPD basis.

Each line ends with the Löwdin charge.
Atoms and positions in Å:
C (-4.79, -3.43, -0.40)  0.0097
C (-4.93, -2.15, -0.68)  -0.1821
C (-5.02, -1.07, 0.35)  -0.1555
C (-3.86, -0.12, 0.20)  -0.2170
C (-4.03, 1.18, -0.25)  -0.0173
C (-2.94, 2.02, -0.39)  0.0201
C (-1.67, 1.56, -0.11)  -0.2029
C (-1.48, 0.24, 0.33)  -0.1729
C (-2.58, -0.58, 0.49)  0.0428
H (-2.46, -1.60, 0.82)  0.1197
O (-0.17, -0.14, 0.57)  -0.1447
C (0.04, -1.39, 1.20)  -0.0520
H (-0.25, -2.22, 0.55)  0.1045
H (1.11, -1.45, 1.40)  0.0875
H (-0.51, -1.46, 2.14)  0.1097
O (-0.57, 2.39, -0.30)  -0.0889
C (0.03, 2.88, 0.90)  -0.1669
C (1.45, 3.33, 0.56)  -0.1239
C (2.37, 2.17, 0.21)  -0.1238
N (1.77, 1.32, -0.85)  0.0503
H (1.21, 1.94, -1.46)  0.1770
C (2.74, 0.53, -1.65)  -0.0741
C (3.36, -0.57, -0.83)  -0.2308
C (4.53, -0.35, -0.11)  -0.0412
C (5.08, -1.37, 0.65)  -0.0569
C (4.46, -2.61, 0.71)  -0.0600
C (3.30, -2.83, -0.01)  -0.0690
C (2.75, -1.82, -0.77)  -0.0582
H (1.85, -2.00, -1.34)  0.1202
H (2.82, -3.80, 0.02)  0.1138
H (4.90, -3.40, 1.30)  0.1127
H (5.99, -1.19, 1.20)  0.1127
H (5.03, 0.60, -0.17)  0.1146
H (3.51, 1.20, -2.03)  0.1395
H (2.20, 0.09, -2.50)  0.1411
H (1.06, 0.69, -0.40)  0.1376
H (3.32, 2.56, -0.15)  0.1330
H (2.56, 1.54, 1.09)  0.1421
H (1.39, 4.02, -0.29)  0.1298
H (1.87, 3.87, 1.40)  0.1316
H (0.05, 2.10, 1.67)  0.1347
H (-0.55, 3.73, 1.29)  0.1399
H (-3.07, 3.03, -0.73)  0.1276
H (-5.02, 1.54, -0.47)  0.1195
H (-5.96, -0.52, 0.23)  0.1197
H (-5.01, -1.51, 1.35)  0.1234
H (-4.98, -1.81, -1.71)  0.1084
H (-4.74, -4.18, -1.18)  0.0550
H (-4.75, -3.80, 0.61)  0.0602

Its total charge is +1. The value obtained for the energy relative to the best compared isomer or geometry (same formula, charge and spin) is 26.0 kcal/mol. The calculation puts the electronic energy at -26740.3825 eV. The lowest unoccupied orbital energy is -0.085 hartree.